[1]
The following is a quantum chemistry calculation of 9 unconnected molecules or ions with the total composition C37H50N9O2 at a distorted geometry, from the OMol25 dataset.

Each line ends with the Löwdin charge.
Geometry (Å):
O  -0.4515  -0.5396  -7.8253  0.152
O  -1.1692  0.0531  -9.7961  0.049
N  0.8134  -2.6078  2.9597  0.003
N  -2.5975  3.3548  -4.2092  -0.118
N  0.0220  -0.8816  8.0492  0.011
N  -2.4477  -3.2508  4.0483  0.009
N  -0.8246  1.6190  4.6329  0.013
N  0.7345  -1.5310  -4.7138  0.026
N  -0.5632  1.4171  -1.4372  0.033
N  6.0483  -0.3107  7.3129  -0.003
N  0.6818  2.0453  -12.4883  -0.002
C  1.0155  -2.4098  4.3032  -0.149
C  -0.0753  -2.5937  -4.4346  -0.145
C  -0.9720  3.7551  5.1868  -0.111
C  -3.4519  -2.3363  4.2106  -0.139
C  0.1061  -2.9272  -3.1172  -0.122
C  2.2223  3.4373  -11.7247  -0.113
C  -1.5175  2.9738  6.2410  -0.111
C  -4.2798  -4.4047  4.5077  -0.115
C  -3.3818  3.0451  -5.4554  -0.421
C  1.3293  0.9138  -0.4061  -0.137
C  -1.1933  0.1098  -8.4139  -0.555
C  0.4056  3.2685  -13.0377  -0.146
C  -4.6030  -3.0213  4.4943  -0.111
C  -0.0360  0.7832  -0.3483  -0.155
C  4.7628  -1.9076  6.4800  -0.109
C  1.4272  -1.1719  -3.5921  -0.141
C  1.7896  2.1395  -11.6893  -0.143
C  1.4618  -0.5048  3.1934  -0.108
C  6.0273  -1.3842  6.4639  -0.143
C  0.7008  -0.5479  9.1873  -0.154
C  -3.4359  1.5346  -5.6294  -0.326
C  0.4374  1.9538  -2.1882  -0.137
C  -0.5515  2.8888  4.2109  -0.134
C  -1.4119  1.6603  5.8669  -0.157
C  -0.7884  -1.9561  8.2961  -0.139
C  1.4148  -1.1137  4.4792  -0.116
C  -2.1730  0.9177  -6.2824  -0.236
C  -2.2388  0.9842  -7.7964  -0.128
C  -2.9430  -4.5132  4.2314  -0.147
C  4.8088  -0.1396  7.8673  -0.140
C  1.6285  1.6592  -1.5770  -0.130
C  1.0618  -2.0217  -2.5812  -0.123
C  3.9886  -1.1171  7.3717  -0.115
C  -0.6195  -2.3169  9.6068  -0.112
C  1.0893  -1.4517  2.2783  -0.122
C  0.3286  -1.4221  10.1731  -0.112
C  1.3433  4.1544  -12.5811  -0.115
H  0.8566  -3.2063  5.0120  0.111
H  -1.4927  -3.0287  3.8285  0.100
H  -0.0836  3.0667  3.2570  0.109
H  -1.9389  3.3341  7.1648  0.088
H  0.9953  -1.4035  1.2058  0.094
H  -2.0850  2.0141  -8.1091  0.121
H  6.8496  0.2632  7.4999  0.141
H  1.4366  -1.9942  -1.5716  0.074
H  -1.4123  -2.3698  7.5207  0.104
H  -3.2619  -1.2808  4.1094  0.104
H  -0.4316  3.4013  -13.7015  0.103
H  0.2162  2.4973  -3.0924  0.101
H  4.4274  -2.7609  5.9145  0.089
H  -1.5427  1.4794  -1.6576  0.141
H  -1.0084  0.9310  -10.1654  0.089
H  0.6940  -1.4211  11.1866  0.087
H  -3.5074  1.0638  -4.6475  0.071
H  -1.2801  1.3923  -5.9028  0.100
H  -1.7539  3.8884  -4.3890  0.007
H  0.8024  -1.0791  -5.6112  0.129
H  -0.8961  4.8289  5.1493  0.088
H  4.6189  0.6596  8.5635  0.103
H  1.6513  -0.6493  5.4227  0.078
H  -0.3932  -3.7279  -2.5961  0.080
H  -1.1193  -3.1312  10.1043  0.087
H  -1.7033  0.7520  6.3685  0.094
H  -0.6732  0.2944  0.3700  0.097
H  0.1527  1.2063  -12.6460  0.141
H  -5.5694  -2.5803  4.6728  0.090
H  3.0737  3.8306  -11.1951  0.089
H  2.9481  -1.2510  7.6194  0.068
H  1.3943  5.2009  -12.8316  0.088
H  2.1165  -0.3467  -3.6084  0.099
H  -2.3045  -5.3766  4.1491  0.102
H  -4.9517  -5.2248  4.6986  0.088
H  0.1039  -0.4089  7.1658  0.103
H  2.1699  1.2784  -11.1666  0.108
H  -0.7094  -3.0186  -5.1937  0.105
H  2.6055  1.9451  -1.9317  0.088
H  1.7400  0.5125  2.9702  0.097
H  -2.3977  2.5223  -3.6627  -0.013
H  6.9103  -1.6805  5.9239  0.104
H  -2.7962  3.4127  -6.3151  -0.021
H  -3.2181  0.7174  -8.1696  0.122
H  0.5113  -3.4683  2.5382  0.146
H  -0.6247  0.7785  4.1163  0.113
H  -2.1591  -0.1372  -6.0108  0.092
H  2.0338  0.5185  0.3088  0.075
H  -4.3065  1.1912  -6.1895  0.063
H  1.3897  0.2798  9.1957  0.107

The LUMO energy is 1.8149 eV. The HOMO energy comes out at -0.817 eV. As for the energy relative to the best compared isomer or geometry (same formula, charge and spin): 10.76 kcal per mole. As for the total energy: -56682.211 eV. As for the total charge: -1.

[2]
The following is a quantum chemistry calculation of a molecular structure, C37H51BrFeN2P2S at a distorted geometry, from the OMol25 dataset.

Each line ends with the Löwdin spin population.
Geometry (Å):
Br  1.0197  4.1213  -4.5674  0.000
Fe  -0.1354  0.2118  -0.8029  3.522
S  -0.2436  0.2436  2.2920  0.034
P  1.8049  0.5374  -1.9101  0.048
P  -0.6937  -2.0703  -0.9558  0.048
N  0.5903  0.0640  0.8490  0.153
N  -5.5864  -1.0324  2.8185  0.003
C  0.9902  -3.4381  4.7851  0.002
C  2.0001  2.4605  4.9081  0.000
C  1.6490  3.7933  2.9338  0.000
C  3.1006  3.0439  -1.9965  0.003
C  0.6810  1.5680  3.0772  0.007
C  -1.5615  -2.0352  -3.6357  0.003
C  -1.3934  2.6255  -3.9991  0.002
C  -0.5100  -2.6170  -2.6941  0.014
C  -2.9293  1.3831  0.5369  0.020
C  1.2207  1.4322  4.3649  0.002
C  -2.7619  1.2359  -0.8196  0.002
C  -2.6755  -2.9085  0.9057  0.001
C  -0.4558  3.5005  -3.4455  0.001
C  4.5402  -0.0872  -1.9805  0.001
C  0.8838  2.7664  2.3723  0.002
C  0.2586  -1.2213  3.2097  0.006
C  2.2142  3.6460  4.2028  0.001
C  1.5963  -1.6153  3.2900  0.002
C  -0.3565  -3.1022  4.6141  0.000
C  3.1523  -0.6993  -1.8107  0.000
C  1.7538  -3.4010  -0.2891  0.000
C  0.2931  -3.2160  0.1180  0.002
C  -4.8648  -0.1963  0.6845  0.003
C  -2.4549  -2.4492  -0.5297  0.013
C  -4.5962  -0.3582  3.4130  -0.001
C  -3.6778  0.4211  2.7026  0.003
C  -2.2602  1.9708  -3.1292  0.008
C  -2.1432  2.1895  -1.7271  0.008
C  1.9550  -2.7071  4.0907  0.000
C  2.3239  2.1001  -1.0985  0.013
C  2.6388  0.8073  -4.6125  0.006
C  -0.7284  -2.0062  3.8355  0.002
C  -5.7114  -0.9731  1.4886  0.000
C  -3.8395  0.5547  1.3010  0.001
C  1.4486  0.7021  -3.6746  0.022
C  -1.4366  3.3219  -1.2594  0.007
C  -0.5433  3.9654  -2.1326  0.003
H  3.0565  -1.1989  -0.8374  0.000
H  -2.3134  2.1077  1.0934  0.001
H  1.9441  -3.1247  -1.3360  0.000
H  -1.1313  -3.6786  5.1099  0.000
H  1.5541  -0.2210  1.0217  0.011
H  -2.4381  -2.1012  1.6173  0.000
H  0.1033  4.7845  -1.8194  0.000
H  2.4338  2.3268  5.8973  0.000
H  2.0732  -4.4488  -0.1798  0.000
H  -0.5311  -3.7216  -2.7214  0.002
H  2.8293  4.4420  4.6292  0.000
H  -1.7758  -1.7317  3.7176  0.000
H  1.7835  4.7186  2.3811  0.000
H  4.6566  0.3550  -2.9798  0.000
H  1.0269  0.5304  4.9423  0.000
H  -3.0194  1.2875  -3.5233  0.000
H  -2.8557  -3.1952  -1.2434  0.002
H  0.8175  1.5828  -3.7774  0.001
H  -1.5015  -2.5032  -4.6235  0.000
H  2.8836  1.8488  -0.1838  0.000
H  3.3572  1.5737  -4.3022  0.000
H  -1.5861  3.6856  -0.2372  0.000
H  2.4263  -2.8156  0.3486  0.000
H  2.3006  1.0997  -5.6137  0.001
H  3.0074  -2.9636  4.1953  0.000
H  1.2770  -4.2500  5.4619  0.000
H  0.2400  -2.7865  1.1428  0.000
H  -2.5792  -2.1950  -3.2683  0.000
H  -0.2135  -4.2067  0.1497  0.000
H  -3.0128  -1.5080  -0.6932  0.002
H  -5.0462  -0.1670  -0.3892  0.000
H  3.1477  -0.1592  -4.6949  0.000
H  3.4612  3.9088  -1.4252  0.001
H  -3.7301  -3.1716  1.0728  0.000
H  1.4063  2.5917  -0.7359  0.004
H  -6.5410  -1.5302  1.0420  0.000
H  4.7268  0.6699  -1.2037  0.000
H  -4.5382  -0.4055  4.5082  0.000
H  0.4980  -2.2892  -3.0039  0.000
H  -1.3694  2.4216  -5.0741  0.000
H  0.4126  2.9060  1.3961  0.000
H  2.3662  -1.0613  2.7536  0.000
H  2.9560  -1.4855  -2.5552  0.000
H  2.4367  3.4263  -2.7885  0.000
H  5.3004  -0.8743  -1.8793  0.000
H  3.9738  2.5559  -2.4500  0.000
H  0.7867  -0.1304  -3.9562  0.003
H  -2.0737  -3.7911  1.1703  0.000
H  -1.4312  -0.9615  -3.7936  0.002
H  -3.2326  0.3827  -1.3173  0.001
H  -2.8782  0.9394  3.2324  0.000

The LUMO energy (spin up / spin down) is -5.9841 / -6.0914 eV. The HOMO energy (spin up / spin down) comes out at -13.169 / -13.459 eV. As for the spin multiplicity: 5. As for the total energy: -176004.373 eV. As for the total charge: +2.